The following is a DFT calculation (wB97M-V/def2-TZVPD) of C17H28FIN2O28S7 as an isolated structure.

Positions of all 84 atoms, in Å:
N 1.29 -2.23 3.38
C 1.23 -3.11 2.41
C 0.71 -4.22 1.27
C -0.28 -5.31 1.97
O -1.72 -5.06 1.84
O -2.17 -4.22 2.73
C 0.18 -3.55 -0.12
I -0.48 -5.19 -1.47
C 1.52 -2.85 -0.83
N 2.62 -2.46 -1.45
S -1.23 -2.35 0.01
O -2.60 -3.04 -0.26
O -1.35 -1.55 1.32
F -1.05 -1.17 -1.26
H 1.70 -4.82 0.99
H -0.02 -5.36 3.13
H 0.03 -6.38 1.54
H -3.16 -4.14 2.53
C -2.65 1.28 3.10
C -1.65 0.35 3.79
O -1.16 1.09 4.90
S -2.34 2.08 5.44
O -3.00 1.43 6.56
O -1.82 3.42 5.51
O -3.33 1.96 4.15
H -2.13 2.02 2.48
H -3.36 0.73 2.48
H -0.83 0.05 3.13
H -2.16 -0.55 4.17
C 2.21 0.47 -4.37
C 2.03 -1.03 -4.61
O 1.06 -1.13 -5.65
S 1.22 0.16 -6.64
O 2.03 -0.24 -7.77
O -0.07 0.79 -6.78
O 2.15 1.07 -5.66
H 1.39 0.87 -3.76
H 3.16 0.70 -3.88
H 1.68 -1.56 -3.71
H 2.96 -1.49 -4.96
C -4.60 4.49 -0.20
C -3.83 5.78 0.06
O -2.51 5.38 0.39
S -2.16 4.00 -0.41
O -1.41 4.35 -1.60
O -1.70 3.02 0.54
O -3.68 3.62 -0.86
H -4.89 4.01 0.75
H -5.49 4.65 -0.81
H -4.27 6.38 0.86
H -3.78 6.39 -0.85
C 3.98 -2.22 7.21
C 4.25 -1.37 5.97
O 5.56 -1.75 5.53
S 5.80 -3.32 5.89
O 5.51 -4.11 4.71
O 7.03 -3.44 6.64
O 4.55 -3.50 6.93
H 4.49 -1.81 8.08
H 2.91 -2.31 7.42
H 4.21 -0.30 6.18
H 3.55 -1.61 5.16
C -2.84 1.79 -9.76
C -2.43 0.69 -8.78
O -3.65 0.23 -8.21
S -4.84 0.36 -9.32
O -5.02 -0.93 -9.95
O -5.93 1.11 -8.73
O -4.05 1.33 -10.36
H -3.05 2.73 -9.24
H -2.08 1.96 -10.53
H -1.75 1.06 -8.01
H -1.97 -0.15 -9.31
C 2.18 2.09 2.04
C 2.31 1.65 3.50
O 3.41 0.75 3.52
S 4.49 1.21 2.39
O 5.52 1.99 3.03
O 4.78 0.06 1.55
O 3.52 2.22 1.56
H 1.68 1.32 1.44
H 1.65 3.04 1.94
H 1.40 1.16 3.87
H 2.55 2.50 4.14

Its molar mass is 1078.77 g mol⁻¹. Its spin multiplicity is 1. For the orbital gap, the calculation gives 0.285 hartree. The value obtained for the HOMO energy is -10.42 eV.

The following is a DFT calculation (wB97M-V/def2-TZVPD) of a 2-piece molecular cluster, C19H20F2N4O2S overall.

Positions of all 48 atoms, in Å:
C -2.34 -3.00 1.43
C -2.39 -4.08 0.16
S -2.61 -3.05 -1.39
C -1.01 -2.83 -2.33
C 0.14 -1.92 -1.52
N 1.39 -2.65 -1.11
C 2.39 -1.76 -0.43
C 3.83 -2.43 0.03
C 5.06 -1.57 0.75
C 4.77 0.02 1.02
C 3.34 0.68 0.56
C 3.10 2.32 0.80
O 2.54 2.79 1.92
N 3.51 3.20 -0.40
C 3.44 4.67 -0.04
O 4.56 5.26 0.41
F 2.14 5.37 -0.26
C 2.11 -0.18 -0.18
N 0.87 0.60 -0.52
C -0.08 -0.34 -1.20
C -1.54 0.31 -1.68
C -1.72 0.34 -3.32
F -2.89 -0.52 -3.74
H -2.94 -2.03 1.10
H -2.77 -3.46 2.42
H -1.21 -2.67 1.52
H -3.40 -4.70 0.29
H -1.46 -4.78 0.12
H -0.54 -3.91 -2.51
H -1.16 -2.39 -3.43
H 4.03 -3.56 -0.19
H 6.05 -2.15 1.01
H 5.63 0.69 1.52
H 4.49 2.90 -0.66
H -2.46 -0.18 -1.11
H -1.55 1.46 -1.34
H -2.02 1.43 -3.65
H -0.74 0.04 -3.90
N -3.10 1.24 1.43
C -1.89 1.90 1.39
C -2.00 3.02 2.18
C -3.31 3.04 2.72
C -3.96 1.93 2.24
H -3.31 0.39 0.93
H -1.07 1.51 0.80
H -1.21 3.74 2.36
H -3.72 3.78 3.39
H -4.97 1.57 2.40

Its molar mass is 406.46 g mol⁻¹. As for the relative energy (zero: lowest compared OMol25 entry of this formula, charge and spin): 16.146 eV. Its spin multiplicity is 1. For the orbital gap, the calculation gives 0.231 hartree. The value obtained for the HOMO energy is -8.08 eV.

The following is a DFT calculation (wB97M-V/def2-TZVPD) of C2H4N2P2 in the gas phase.

Positions of all 10 atoms, in Å:
C 1.22 0.68 -1.20
C 0.83 0.00 1.00
N -0.06 0.35 -1.07
N -0.25 -0.03 0.20
P 2.26 0.49 0.16
P -1.78 -0.35 0.94
H 1.50 1.02 -2.25
H 0.58 -0.40 1.99
H -1.94 -1.64 0.57
H -2.35 -0.12 -0.35

Its molar mass is 118.02 g mol⁻¹. As for the relative energy (zero: lowest compared OMol25 entry of this formula, charge and spin): 0.168 eV. Its spin multiplicity is 1. For the orbital gap, the calculation gives 0.367 hartree. The value obtained for the HOMO energy is -9.11 eV.

The following is a DFT calculation (wB97M-V/def2-TZVPD) of C21H18FN5O5S in the gas phase.

Positions of all 51 atoms, in Å:
C -6.74 -2.77 -1.20
N -6.54 -1.35 -1.34
S -6.54 -0.48 0.05
O -7.73 -0.81 0.77
O -6.23 0.87 -0.26
N -5.27 -1.14 0.99
C -4.13 -0.38 1.14
N -3.70 -0.13 2.36
C -2.61 0.61 2.52
C -1.90 1.15 1.46
C -2.30 0.87 0.16
C -3.43 0.08 0.02
F -3.84 -0.30 -1.22
C -1.54 1.39 -1.03
C -0.05 1.27 -0.82
C 0.60 0.09 -0.67
C 2.01 0.11 -0.38
C 2.66 1.35 -0.31
C 4.01 1.44 -0.01
C 4.74 0.29 0.23
C 4.12 -0.96 0.18
C 2.78 -1.04 -0.13
H 2.31 -2.01 -0.15
H 4.68 -1.85 0.38
O 6.05 0.48 0.60
C 7.02 -0.40 0.33
N 8.17 -0.13 0.94
C 9.18 -0.93 0.69
C 9.08 -2.01 -0.18
C 7.83 -2.20 -0.76
N 6.80 -1.41 -0.51
H 7.63 -3.01 -1.45
H 9.91 -2.66 -0.39
H 10.10 -0.70 1.20
H 4.48 2.41 0.05
O 2.00 2.51 -0.52
C 0.66 2.55 -0.76
O 0.14 3.63 -0.90
C -0.10 -1.23 -0.77
H -1.09 -1.12 -1.19
H -0.20 -1.68 0.22
H 0.47 -1.91 -1.40
H -1.77 2.46 -1.15
H -1.86 0.88 -1.94
H -1.04 1.78 1.64
H -2.32 0.78 3.54
H -5.63 -1.44 1.89
H -5.79 -1.08 -1.95
H -5.84 -3.28 -0.83
H -7.54 -2.90 -0.47
H -7.04 -3.19 -2.15

Its molar mass is 471.47 g mol⁻¹. As for the relative energy (zero: lowest compared OMol25 entry of this formula, charge and spin): 0.020 eV. Its spin multiplicity is 1. For the orbital gap, the calculation gives 0.313 hartree. The value obtained for the HOMO energy is -8.67 eV.

The following is a DFT calculation (wB97M-V/def2-TZVPD) of a 3-piece molecular cluster, C2H6N2O2 overall.

Positions of all 12 atoms, in Å:
C 0.96 -0.08 -0.92
C 3.34 -0.66 0.41
N 0.34 0.94 -0.53
N 4.60 -0.19 0.31
O 5.11 0.66 1.07
O 5.31 -0.49 -0.71
H 1.55 -0.10 -1.80
H 0.83 -0.97 -0.39
H 2.68 -0.38 1.22
H 3.09 -1.58 -0.22
H 0.81 1.88 -0.80
H -9.35 -7.23 2.52

Its molar mass is 90.08 g mol⁻¹. As for the net charge: -2. As for the relative energy (zero: lowest compared OMol25 entry of this formula, charge and spin): 0.270 eV. Its spin multiplicity is 1. For the orbital gap, the calculation gives 0.133 hartree. The value obtained for the HOMO energy is 1.58 eV.

The following is a DFT calculation (wB97M-V/def2-TZVPD) of C6H9N as an isolated structure.

Positions of all 16 atoms, in Å:
C 0.67 1.42 1.86
C 0.00 0.60 0.81
C -0.62 -0.59 0.84
C -0.97 -0.93 -0.58
C -0.83 0.32 -1.36
C 0.19 -1.37 -1.72
N -0.05 1.03 -0.52
H 0.29 2.44 1.89
H 0.52 0.97 2.85
H 1.74 1.47 1.66
H -0.87 -1.10 1.76
H -1.80 -1.64 -0.70
H 0.97 -0.64 -2.00
H 0.68 -2.23 -1.27
H -0.28 -1.60 -2.68
H 0.38 1.86 -0.86

Its molar mass is 95.14 g mol⁻¹. As for the relative energy (zero: lowest compared OMol25 entry of this formula, charge and spin): 3.421 eV. Its spin multiplicity is 1. For the orbital gap, the calculation gives 0.326 hartree. The value obtained for the HOMO energy is -7.91 eV.